Entry 1:
Here is a molecular structure, C30H16F2O20V4 at a distorted geometry from the Open Molecules 2025 dataset. Energies are from the ωB97M-V functional and the def2-TZVPD basis.

The HOMO energy is -1.593 eV. Its net charge is -2.

XYZ file:
```
72
Properties=species:S:1:pos:R:3:lowdin_charge:R:1
O 4.88 -1.85 4.11 -0.31
V 4.51 -1.20 2.71 1.03
O 5.69 -0.23 2.33 -0.33
O -1.52 1.72 -3.89 -0.30
V -1.54 0.52 -2.90 0.99
O -3.07 0.00 -2.64 -0.35
O 4.56 2.00 -3.27 -0.34
V 3.19 1.25 -2.78 1.07
O 2.02 1.50 -3.91 -0.32
O -3.66 -2.26 0.70 -0.33
V -2.41 -2.74 1.54 1.00
O -2.72 -4.02 2.43 -0.30
C -0.77 -0.07 0.78 0.00
C -0.04 0.76 -0.16 -0.24
C 1.57 0.86 0.00 -0.21
O 2.32 1.40 -0.86 -0.08
C 2.17 0.31 1.19 0.01
C 1.44 -0.51 2.04 -0.24
C -0.11 -0.69 1.82 -0.26
O -0.83 -1.49 2.53 -0.08
O 2.12 -1.02 3.02 -0.06
O -0.65 1.28 -1.11 -0.05
H -1.83 -0.20 0.60 0.11
H 3.19 0.54 1.45 0.09
C 5.05 -4.39 -2.36 -0.03
C 4.94 -4.32 -0.99 -0.39
C 4.89 -3.05 -0.21 -0.25
O 4.76 -2.96 1.13 -0.12
C 4.71 -1.89 -0.84 -0.03
C 4.61 -1.80 -2.23 -0.24
C 4.92 -3.14 -3.11 -0.34
O 4.88 -3.08 -4.33 0.00
O 4.35 -0.72 -2.84 -0.06
O 5.05 -5.48 -0.46 -0.06
H 5.15 -5.30 -2.94 0.11
H 4.61 -0.93 -0.36 0.10
C 1.56 -4.19 -2.56 -0.03
C 1.29 -3.01 -3.34 -0.29
C 0.26 -1.95 -2.74 -0.25
O 0.05 -0.83 -3.25 -0.08
C -0.56 -2.46 -1.65 0.01
C -0.20 -3.59 -0.93 -0.24
C 0.92 -4.48 -1.46 -0.43
O 1.45 -5.40 -0.80 0.00
O -1.01 -3.92 0.04 -0.08
O 1.91 -2.72 -4.42 -0.01
H 2.36 -4.78 -2.99 0.12
H -1.36 -1.80 -1.35 0.07
F -4.04 -1.40 3.04 0.02
C -4.39 -0.25 3.68 -0.24
C -3.81 0.98 3.43 0.00
C -4.34 2.13 4.00 -0.08
C -5.51 2.09 4.76 -0.09
C -6.11 0.84 4.97 -0.08
C -5.57 -0.29 4.38 -0.02
H -2.84 0.90 2.97 0.11
H -3.76 3.03 3.86 0.10
H -5.93 3.04 5.07 0.10
H -7.08 1.00 5.41 0.10
H -6.02 -1.26 4.43 0.12
F -2.84 5.40 -3.36 0.08
C -2.41 5.60 -2.12 -0.32
C -1.72 4.60 -1.54 0.01
C -1.20 4.82 -0.25 -0.06
C -1.45 6.02 0.46 -0.08
C -2.20 7.01 -0.22 -0.09
C -2.74 6.77 -1.47 -0.03
H -1.53 3.71 -2.12 0.10
H -0.58 4.04 0.16 0.09
H -1.16 6.20 1.48 0.09
H -2.52 7.90 0.29 0.09
H -3.34 7.49 -2.01 0.11
```

***

Entry 2:
Here is C5H6O2 in the gas phase at a distorted geometry from the Open Molecules 2025 dataset. Energies are from the ωB97M-V functional and the def2-TZVPD basis.

The HOMO energy is -9.177 eV. As for the energy relative to the best compared isomer or geometry (same formula, charge and spin): 70.3 kcal/mol. The SMILES is O=C1CO[C@H]2C[C@@H]12.

XYZ file:
```
13
Properties=species:S:1:pos:R:3:lowdin_charge:R:1
O 0.45 0.61 2.31 0.09
C 0.18 0.39 1.16 -0.38
C -0.33 1.45 0.16 -0.09
O -1.11 0.77 -0.82 -0.08
C -0.76 -0.58 -0.85 -0.18
C 0.67 -0.89 -0.95 -0.07
C 0.21 -0.90 0.47 -0.12
H 0.54 1.96 -0.28 0.14
H -0.96 2.18 0.65 0.14
H -1.33 -1.26 -0.20 0.15
H 1.34 -0.07 -1.17 0.13
H 0.95 -1.84 -1.38 0.12
H 0.23 -1.83 1.05 0.15
```

***

LUMO values (in eV) by entry order: 1.270, 0.880.